No. 1
C5H6O in the gas phase in a non-equilibrium geometry. Source: the Open Molecules 2025 dataset; level of theory: ωB97M-V with the def2-TZVPD basis set.

- SMILES: C#C[C@@H]1O[C@@H]1C
- Net charge: 0
- E_HOMO: -9.39 eV
- ΔE to the lowest compared entry with this formula, charge and spin: 353.65 kJ/mol
- Multiplicity: 1

Last column: natural (NBO) charge in e.
Positions of all 12 atoms, in Å:
C  -1.480  0.923  -0.102  -0.643
C  -0.837  -0.402  0.310  0.096
O  -0.511  -1.267  -0.759  -0.458
C  0.513  -1.129  0.181  -0.015
C  1.661  -0.321  0.047  -0.057
C  2.639  0.355  0.070  -0.205
H  -0.945  1.194  -0.994  0.224
H  -1.467  1.729  0.639  0.223
H  -2.564  0.822  -0.333  0.229
H  -1.309  -0.732  1.207  0.165
H  0.797  -2.106  0.604  0.213
H  3.499  0.953  0.037  0.230


No. 2
A molecular structure, C38H29AsPRhS3. Source: the Open Molecules 2025 dataset; level of theory: ωB97M-V with the def2-TZVPD basis set.

- Net charge: 0
- E_HOMO: -7.79 eV
- ΔE to the lowest compared entry with this formula, charge and spin: 136.16 kJ/mol
- Multiplicity: 1

Last column: Löwdin charge in e.
Positions of all 73 atoms, in Å:
Rh  0.752  -1.162  0.027  0.295
S  -1.235  -0.177  -0.223  0.667
C  -1.017  1.461  -0.824  -0.646
C  -2.138  2.293  -0.937  -0.107
C  -1.990  3.593  -1.383  -0.075
C  -0.736  4.103  -1.718  -0.085
C  0.374  3.285  -1.627  -0.086
C  0.218  1.967  -1.207  -0.394
As  1.607  0.686  -1.076  1.263
C  1.744  -0.218  -2.773  -0.372
C  2.744  -1.180  -2.927  -0.119
C  2.735  -2.012  -4.035  -0.074
C  1.728  -1.887  -4.984  -0.080
C  0.733  -0.936  -4.827  -0.086
C  0.733  -0.102  -3.718  -0.106
C  3.269  1.579  -0.749  -0.341
C  3.536  2.057  0.531  -0.087
C  4.706  2.762  0.764  -0.068
C  5.602  2.987  -0.273  -0.076
C  5.331  2.511  -1.548  -0.076
C  4.160  1.806  -1.793  -0.098
H  -3.113  1.916  -0.652  0.106
H  -2.863  4.228  -1.454  0.107
H  -0.634  5.128  -2.049  0.102
H  1.358  3.657  -1.886  0.107
H  3.514  -1.294  -2.172  0.107
H  3.499  -2.771  -4.147  0.108
H  1.711  -2.552  -5.838  0.107
H  -0.065  -0.857  -5.553  0.110
H  -0.064  0.618  -3.578  0.108
H  2.832  1.872  1.331  0.071
H  4.918  3.137  1.757  0.107
H  6.516  3.537  -0.087  0.106
H  6.030  2.689  -2.356  0.106
H  3.944  1.432  -2.786  0.100
C  1.090  -0.191  1.641  -0.249
C  1.305  0.426  2.658  -0.116
C  1.586  1.160  3.865  -0.257
C  2.904  1.436  4.236  -0.052
C  3.175  2.153  5.391  -0.088
C  2.136  2.606  6.192  -0.096
C  0.823  2.333  5.832  -0.085
C  0.547  1.614  4.679  -0.036
H  3.714  1.069  3.618  0.109
H  4.202  2.355  5.670  0.101
H  2.348  3.165  7.094  0.099
H  0.008  2.680  6.454  0.102
H  -0.474  1.398  4.396  0.116
S  -1.356  -2.979  -2.573  0.239
P  -0.403  -4.185  -1.380  0.100
S  0.442  -3.488  0.389  0.261
C  0.982  -4.994  -2.265  -0.376
C  2.072  -5.530  -1.581  -0.110
C  3.101  -6.147  -2.279  -0.084
C  3.047  -6.238  -3.664  -0.093
C  1.961  -5.711  -4.348  -0.093
C  0.933  -5.089  -3.652  -0.123
C  -1.440  -5.594  -0.855  -0.376
C  -1.218  -6.281  0.336  -0.111
C  -1.991  -7.389  0.655  -0.083
C  -2.986  -7.818  -0.212  -0.089
C  -3.211  -7.135  -1.398  -0.082
C  -2.443  -6.025  -1.719  -0.106
H  2.124  -5.450  -0.503  0.068
H  3.946  -6.557  -1.741  0.102
H  3.850  -6.720  -4.207  0.101
H  1.914  -5.782  -5.428  0.102
H  0.094  -4.653  -4.179  0.068
H  -0.452  -5.942  1.021  0.062
H  -1.818  -7.914  1.586  0.102
H  -3.589  -8.681  0.041  0.101
H  -3.992  -7.462  -2.073  0.102
H  -2.627  -5.474  -2.632  0.071